<w>
The following is a DFT calculation (ωB97M-V/def2-TZVPD) of a 2-piece molecular cluster, C2ClIN2O overall.

The SMILES is [O-][N+]#CI.N#CCl. As for the spin multiplicity: 1. Its HOMO energy (alpha / beta) is -9.5 / -9.5 eV. As for the HOMO-LUMO gap (alpha / beta): 8.8955 / 8.8949 eV. The LUMO energy (alpha / beta) is -0.578 / -0.579 eV.

Each line ends with the Mulliken charge.
CARTESIAN COORDINATES (ANGSTROEM)
C1 -1.60 0.49 -0.10  0.46
C2 0.72 -0.91 0.28  -0.14
N1 -1.51 0.22 1.02  -0.37
N2 1.43 -0.10 -0.14  0.46
O1 1.84 0.91 -0.65  -0.60
Cl1 -1.60 0.90 -1.64  -0.06
I1 0.60 -2.68 1.27  0.25


<x>
The following is a DFT calculation (ωB97M-V/def2-TZVPD) of a 2-piece molecular cluster, C2ClIN2O overall.

The SMILES is [O-][N+]#CI.N#CCl. As for the spin multiplicity: 1. Its HOMO energy is -9.2 eV. As for the HOMO-LUMO gap: 8.9319 eV. The LUMO energy is -0.274 eV.

Each line ends with the Mulliken charge.
CARTESIAN COORDINATES (ANGSTROEM)
C1 0.67 -1.53 0.32  0.37
C2 -1.37 0.47 0.61  -0.13
N1 -0.46 -1.60 0.53  -0.36
N2 -0.47 1.05 1.05  0.50
O1 0.64 1.16 1.47  -0.62
Cl1 2.32 -1.48 0.17  -0.04
I1 -3.19 -0.07 -0.16  0.28


The least stable of them is <x>.